[1]
6 unconnected molecules or ions with the total composition C6H24O6. Source: OMol25; level of theory: the ωB97M-V functional and the def2-TZVPD basis.

Results
Kohn-Sham gap = 9.619 eV
HOMO level = -9.464 eV

```
36
C6H24O6 the ωB97M-V functional and the def2-TZVPD basis
C -4.262 1.519 -1.300
O -3.525 0.473 -1.909
H -3.668 2.434 -1.340
H -5.197 1.695 -1.839
H -4.499 1.316 -0.252
H -3.667 -0.337 -1.413
C 2.260 3.107 -1.035
O 3.385 3.767 -0.476
H 1.636 2.651 -0.260
H 1.672 3.869 -1.546
H 2.542 2.347 -1.767
H 3.942 3.102 -0.062
C -0.287 0.179 -1.063
O 0.810 0.047 -0.165
H 0.030 -0.090 -2.067
H -1.090 -0.513 -0.786
H -0.709 1.186 -1.070
H 0.472 0.174 0.729
C -0.901 -3.134 0.976
O -0.017 -4.234 1.164
H -1.944 -3.448 1.066
H -0.680 -2.322 1.673
H -0.739 -2.777 -0.038
H -0.133 -4.569 2.056
C 0.014 1.756 2.768
O -0.518 0.511 2.331
H -0.773 2.504 2.903
H 0.581 1.662 3.698
H 0.693 2.101 1.990
H -0.887 0.040 3.083
C 2.667 -2.845 -0.969
O 2.773 -1.533 -1.486
H 3.675 -3.238 -0.820
H 2.150 -2.872 -0.006
H 2.141 -3.515 -1.660
H 2.051 -1.013 -1.110
```

---

[2]
4 unconnected molecules or ions with the total composition C3H16NO3S at a distorted geometry. Source: OMol25; level of theory: the ωB97M-V functional and the def2-TZVPD basis.

Results
Kohn-Sham gap (alpha / beta) = 3.112 / 9.908 eV
2S+1 = 2
HOMO level (alpha / beta) = -2.515 / -9.418 eV

```
24
C3H16NO3S the ωB97M-V functional and the def2-TZVPD basis
C 1.005 0.655 -0.242
C 0.536 2.074 -0.612
C 0.009 2.885 0.545
S -1.722 2.480 0.953
N -0.026 -0.427 -0.387
H 1.846 0.626 -0.965
H 1.670 0.596 0.658
H -0.269 1.967 -1.385
H 1.312 2.708 -1.038
H 0.006 4.012 0.423
H 0.555 2.625 1.521
H -1.721 2.350 2.336
H -0.237 -0.538 -1.373
H 0.219 -1.390 -0.020
H -0.736 -0.021 0.274
H -1.722 -2.038 1.365
H -0.863 -1.786 2.561
O -1.053 -1.411 1.690
H 1.874 -0.026 -3.507
H 1.523 -1.510 -3.514
O 1.421 -0.705 -2.976
H -0.957 -4.522 0.436
H -1.403 -4.547 2.035
O -1.265 -4.057 1.221
```

---

[3]
A molecular structure, C12H2Cl5N3O7SeTc at a distorted geometry. Source: OMol25; level of theory: the ωB97M-V functional and the def2-TZVPD basis.

Results
Kohn-Sham gap (alpha / beta) = 6.246 / 6.091 eV
2S+1 = 2
HOMO level (alpha / beta) = -8.830 / -8.679 eV

```
31
C12H2Cl5N3O7SeTc the ωB97M-V functional and the def2-TZVPD basis
Tc 2.255 0.048 0.033
Cl 1.274 2.231 1.065
C 1.604 2.672 -0.590
C 2.221 1.650 -1.301
C 2.545 1.942 -2.623
Cl 3.312 0.749 -3.589
C 2.257 3.194 -3.178
Cl 2.689 3.535 -4.802
C 1.614 4.177 -2.422
Cl 1.240 5.700 -3.107
C 1.277 3.913 -1.093
Cl 0.496 5.088 -0.117
O -4.493 -3.451 2.254
N -3.528 -3.000 2.837
O -3.370 -2.998 4.042
C -2.460 -2.428 2.020
C -1.312 -1.982 2.622
C -0.303 -1.421 1.851
C -0.450 -1.205 0.436
O 0.381 -0.562 -0.280
C -1.651 -1.751 -0.128
C -2.615 -2.349 0.641
N -1.908 -1.707 -1.575
O -2.688 -2.543 -2.000
O -1.433 -0.807 -2.229
N 0.875 -1.030 2.536
O 0.901 -1.008 3.733
O 1.923 -0.780 1.891
H -1.184 -2.089 3.690
H -3.502 -2.749 0.170
Se 4.032 -1.041 -0.784
```

---

[4]
21 unconnected molecules or ions with the total composition C42H126O21 at a distorted geometry. Source: OMol25; level of theory: the ωB97M-V functional and the def2-TZVPD basis.

Results
Kohn-Sham gap = 9.679 eV
HOMO level = -9.555 eV

```
189
C42H126O21 the ωB97M-V functional and the def2-TZVPD basis
C 0.187 -0.957 -1.036
C 0.857 -0.029 0.033
O 0.085 1.137 0.062
H -0.895 -0.982 -0.911
H 0.550 -1.975 -1.178
H 0.345 -0.527 -2.025
H 1.832 0.251 -0.366
H 0.932 -0.521 1.003
H 0.233 1.569 0.906
C -2.872 4.095 1.131
C -4.165 4.597 0.582
O -3.987 5.423 -0.532
H -3.053 3.418 1.966
H -2.260 4.920 1.497
H -2.387 3.666 0.254
H -4.850 5.117 1.251
H -4.794 3.818 0.150
H -3.696 6.309 -0.304
C 3.639 0.634 2.291
C 3.651 0.085 3.703
O 4.789 -0.672 3.961
H 3.378 -0.134 1.563
H 4.678 0.731 1.977
H 3.019 1.510 2.098
H 2.815 -0.580 3.919
H 3.657 0.840 4.489
H 4.550 -1.457 4.459
C -3.393 2.659 -2.417
C -3.188 1.272 -1.769
O -2.029 0.781 -2.276
H -3.526 2.576 -3.496
H -2.489 3.194 -2.124
H -4.172 3.205 -1.885
H -4.089 0.662 -1.816
H -3.007 1.431 -0.706
H -1.337 1.192 -1.752
C 1.730 3.378 -4.568
C 3.065 3.849 -5.076
O 3.189 3.488 -6.450
H 0.966 4.019 -5.007
H 1.821 3.718 -3.536
H 1.606 2.296 -4.519
H 3.911 3.545 -4.460
H 3.191 4.931 -5.052
H 4.128 3.313 -6.543
C 2.276 7.957 1.110
C 1.723 7.155 2.268
O 2.349 5.920 2.261
H 3.353 7.908 0.950
H 2.011 9.013 1.167
H 1.828 7.504 0.226
H 0.637 7.077 2.323
H 1.891 7.736 3.175
H 2.187 5.466 3.090
C -0.030 -6.333 -4.711
C -1.209 -6.720 -3.838
O -1.296 -5.949 -2.654
H -0.015 -5.296 -5.046
H -0.002 -6.887 -5.649
H 0.877 -6.581 -4.159
H -1.181 -7.780 -3.585
H -2.083 -6.508 -4.454
H -1.921 -6.455 -2.129
C -1.657 -1.961 -5.912
C -1.208 -2.290 -4.456
O -2.032 -3.369 -4.060
H -2.449 -1.214 -5.869
H -1.862 -2.905 -6.419
H -0.744 -1.435 -6.191
H -1.208 -1.472 -3.736
H -0.199 -2.703 -4.479
H -1.593 -4.132 -3.678
C -2.394 -6.448 1.018
C -2.329 -7.758 0.161
O -3.075 -7.464 -0.971
H -1.985 -6.510 2.027
H -3.414 -6.098 1.179
H -2.001 -5.622 0.426
H -2.754 -8.649 0.625
H -1.314 -8.015 -0.140
H -3.863 -6.988 -0.699
C 4.035 -3.490 7.727
C 2.666 -3.003 7.183
O 2.743 -2.687 5.769
H 4.373 -4.404 7.239
H 3.977 -3.570 8.812
H 4.847 -2.793 7.523
H 2.330 -2.218 7.861
H 1.802 -3.664 7.119
H 1.894 -2.802 5.335
C -1.199 1.505 -7.331
C -1.034 1.537 -5.881
O -2.225 1.093 -5.292
H -1.252 0.449 -7.598
H -0.381 2.072 -7.773
H -2.040 2.102 -7.683
H -0.910 2.561 -5.528
H -0.133 0.964 -5.664
H -2.230 0.938 -4.344
C -6.475 -3.437 1.000
C -6.383 -4.512 -0.143
O -5.042 -4.775 -0.550
H -7.510 -3.226 1.271
H -6.110 -2.464 0.673
H -5.889 -3.725 1.873
H -7.035 -4.283 -0.986
H -6.704 -5.410 0.384
H -4.780 -4.042 -1.113
C -2.739 -2.260 2.077
C -3.254 -2.227 3.538
O -2.579 -3.141 4.286
H -3.354 -1.764 1.327
H -2.833 -3.276 1.694
H -1.740 -1.831 2.008
H -4.260 -2.633 3.641
H -3.239 -1.236 3.992
H -2.758 -3.098 5.228
C -6.066 -1.108 -2.492
C -5.036 -1.823 -3.340
O -4.501 -2.939 -2.612
H -7.029 -1.614 -2.569
H -6.174 -0.072 -2.814
H -5.790 -1.060 -1.438
H -4.276 -1.100 -3.637
H -5.459 -2.004 -4.328
H -3.681 -3.149 -3.065
C 0.117 -5.951 4.797
C 0.718 -4.782 4.002
O 0.106 -3.651 4.539
H 0.482 -6.875 4.348
H -0.965 -5.970 4.670
H 0.411 -6.017 5.845
H 0.485 -4.825 2.938
H 1.806 -4.718 4.042
H -0.729 -3.528 4.080
C 4.994 0.995 -4.869
C 6.369 1.661 -5.020
O 6.873 1.210 -6.253
H 4.245 1.316 -5.593
H 4.643 1.146 -3.848
H 5.029 -0.081 -5.039
H 7.017 1.579 -4.147
H 6.109 2.719 -5.018
H 6.935 0.252 -6.264
C 1.438 5.708 6.754
C 0.750 4.855 5.672
O 1.655 4.484 4.625
H 0.967 5.583 7.728
H 1.568 6.780 6.609
H 2.441 5.312 6.915
H -0.093 5.427 5.284
H 0.266 3.926 5.974
H 2.238 3.809 4.980
C -1.581 1.055 3.251
C -0.743 2.373 3.450
O -0.204 2.912 2.253
H -1.804 1.052 2.184
H -2.447 0.972 3.908
H -0.991 0.156 3.430
H 0.168 2.281 4.041
H -1.402 3.102 3.923
H -0.047 3.858 2.295
C -0.470 5.208 -1.334
C 0.491 6.022 -2.164
O 0.406 7.330 -1.699
H -0.259 5.184 -0.265
H -0.570 4.202 -1.741
H -1.454 5.674 -1.385
H 0.349 6.099 -3.242
H 1.465 5.594 -1.926
H 0.913 7.824 -2.348
C 4.533 2.616 -0.650
C 3.423 3.328 0.221
O 3.318 4.610 -0.196
H 4.568 1.526 -0.659
H 5.526 2.918 -0.317
H 4.415 2.889 -1.699
H 3.810 3.329 1.239
H 2.504 2.747 0.145
H 2.767 5.052 0.454
C 4.082 -3.325 2.007
C 4.905 -4.195 2.977
O 6.202 -4.306 2.479
H 4.162 -3.928 1.103
H 4.386 -2.282 1.918
H 3.063 -3.154 2.356
H 4.421 -5.169 3.057
H 4.974 -3.686 3.939
H 6.752 -4.600 3.208
```

---

[5]
A molecular structure, C2H6N4O2 at a distorted geometry. Source: OMol25; level of theory: the ωB97M-V functional and the def2-TZVPD basis.

Results
Kohn-Sham gap = 8.734 eV
HOMO level = -8.547 eV

```
14
C2H6N4O2 the ωB97M-V functional and the def2-TZVPD basis
C 0.322 -0.029 -0.070
C -0.315 0.372 1.162
H -2.582 0.071 -0.571
H -1.890 0.971 -2.200
H -0.694 -1.608 -1.195
H 3.067 -0.473 -1.595
H 1.351 -0.723 -2.239
H 0.045 1.041 2.941
N -1.847 0.006 -1.397
N -0.429 -0.299 -1.216
N 1.574 -0.085 -0.119
N 2.073 -0.692 -1.230
O 0.486 0.468 2.296
O -1.603 0.301 0.961
```

---

[6]
A molecular structure, C5H8NO2 at a distorted geometry. Source: OMol25; level of theory: the ωB97M-V functional and the def2-TZVPD basis.

Results
Kohn-Sham gap (alpha / beta) = 8.796 / 4.984 eV
2S+1 = 2
HOMO level (alpha / beta) = -8.446 / -8.442 eV

```
16
C5H8NO2 the ωB97M-V functional and the def2-TZVPD basis
N 0.346 2.761 1.144
C -0.005 2.202 -0.010
C -0.443 0.766 -0.244
C 0.326 -0.224 0.682
C 0.821 -1.459 -0.090
C -0.357 -2.179 -0.768
O -1.065 -2.854 0.061
O -0.561 -2.030 -1.954
H 1.541 -1.178 -0.855
H -0.766 2.515 1.048
H -0.212 2.881 -0.858
H -0.280 0.518 -1.291
H -1.511 0.677 -0.050
H -0.332 -0.559 1.481
H 1.174 0.304 1.108
H 1.325 -2.141 0.597
```

---

These records have energy relative to the best compared isomer or geometry (same formula, charge and spin) values of 3.502 2.328 0.000 4.861 6.410 3.895 eV, in the order they appear.
These records have total energy values of -18893.5103 -21834.1392 -161426.2797 -88586.6502 -12220.2419 -10894.1584 eV, in the order they appear.